Formula: C3H10NS
Source: the Open Molecules 2025 dataset
Level of theory: ωB97M-V/def2-TZVPD

Computed properties:
2S+1 = 2
gap between HOMO and LUMO (spin up / spin down) = 13.1 / 7.8 eV
total charge = +2
HOMO (spin up / spin down) = -21.49 / -21.57 eV

Bonds (Å) are listed after each position.
CARTESIAN COORDINATES (ANGSTROEM)
1 S 1.855 1.934 0.440  C3 1.835, H11 1.355
2 N 0.147 -0.231 -1.361  C4 1.564, H9 1.020, H10 1.028, H12 1.014
3 C 0.412 0.903 0.912  S1 1.835, C4 1.560, H6 1.093, H13 1.100
4 C 0.001 -0.415 0.186  N2 1.564, C3 1.560, C5 1.508, H7 1.088
5 C -1.447 -0.774 0.404  C4 1.508, H8 1.100, H14 1.090, H15 1.088
6 H -0.423 1.602 0.828  C3 1.093
7 H 0.680 -1.234 0.416  C4 1.088
8 H -1.599 -1.624 -0.277  C5 1.100
9 H -0.338 -0.931 -1.923  N2 1.020
10 H 1.135 -0.350 -1.616  N2 1.028
11 H 2.776 0.957 0.249  S1 1.355
12 H 0.038 0.737 -1.642  N2 1.014
13 H 0.625 0.660 1.964  C3 1.100
14 H -2.118 0.024 0.087  C5 1.090
15 H -1.742 -1.257 1.334  C5 1.088

---

Formula: C3H10NS2
Source: the Open Molecules 2025 dataset
Level of theory: ωB97M-V/def2-TZVPD

Computed properties:
2S+1 = 2
gap between HOMO and LUMO (spin up / spin down) = 10.0 / 7.3 eV
total charge = +2
HOMO (spin up / spin down) = -19.64 / -20.10 eV

Bonds (Å) are listed after each position.
CARTESIAN COORDINATES (ANGSTROEM)
1 S -2.197 -0.201 1.017  S2 2.147, C6 1.799
2 S -1.740 -2.237 1.523  S1 2.147, H8 1.335
3 N -0.162 -0.074 -1.397  C5 1.572, H7 1.025, H10 1.020, H14 1.021
4 C 1.667 0.932 -0.169  C5 1.536, H11 1.113, H13 1.084, H15 1.101
5 C 0.505 -0.053 0.026  N3 1.572, C4 1.536, C6 1.564, H9 1.083
6 C -0.528 0.466 1.080  S1 1.799, C5 1.564, H12 1.110, H16 1.110
7 H -0.339 -1.000 -1.799  N3 1.025
8 H -2.556 -2.641 0.548  S2 1.335
9 H 0.779 -1.083 0.217  C5 1.083
10 H 0.395 0.485 -2.045  N3 1.020
11 H 2.390 0.205 -0.602  C4 1.113
12 H -0.650 1.567 1.031  C6 1.110
13 H 2.045 1.435 0.713  C4 1.084
14 H -1.078 0.342 -1.226  N3 1.021
15 H 1.562 1.666 -0.982  C4 1.101
16 H -0.094 0.191 2.064  C6 1.110

---

Formula: C3H10O2
Source: the Open Molecules 2025 dataset
Level of theory: ωB97M-V/def2-TZVPD

Computed properties:
gap between HOMO and LUMO = 9.8 eV
HOMO = -9.13 eV

Bonds (Å) are listed after each position.
CARTESIAN COORDINATES (ANGSTROEM)
1 O 0.517 4.455 0.000  H9 1.026, H14 0.953
2 O 0.639 1.159 1.113  H12 0.981, H15 0.951
3 C 0.549 -3.259 -0.327  C5 1.435, H6 1.097, H10 1.058
4 C -1.046 -1.238 -0.174  C5 1.525, H8 1.184, H11 1.152, H13 1.114
5 C 0.351 -1.838 -0.285  C3 1.435, C4 1.525, H7 1.111
6 H 1.511 -3.482 -0.806  C3 1.097
7 H 1.126 -1.175 -0.728  C5 1.111
8 H -0.987 -0.539 0.779  C4 1.184
9 H 0.285 5.240 -0.618  O1 1.026
10 H -0.338 -3.636 0.111  C3 1.058
11 H -1.875 -1.999 0.072  C4 1.152
12 H -0.277 1.461 0.933  O2 0.981
13 H -1.301 -0.572 -1.031  C4 1.114
14 H -0.139 4.561 0.683  O1 0.953
15 H 0.987 0.863 0.279  O2 0.951

---

Formula: C3H10O2S
Source: the Open Molecules 2025 dataset
Level of theory: ωB97M-V/def2-TZVPD

Computed properties:
gap between HOMO and LUMO = 9.7 eV
HOMO = -8.96 eV

Bonds (Å) are listed after each position.
CARTESIAN COORDINATES (ANGSTROEM)
1 S 0.431 -3.118 0.406  C6 1.822, H7 1.336
2 O -0.124 1.173 1.375  C5 1.424, H13 0.968
3 O 3.027 3.350 -5.324  H12 0.969, H15 0.961
4 C -1.198 -0.883 0.749  C5 1.517, C6 1.527, H11 1.091, H14 1.084
5 C -1.360 0.467 1.422  O2 1.424, C4 1.517, H9 1.082, H10 1.083
6 C -0.100 -1.702 1.423  S1 1.822, C4 1.527, H8 1.078, H16 1.092
7 H -0.739 -3.294 -0.214  S1 1.336
8 H 0.761 -1.076 1.595  C6 1.078
9 H -1.628 0.333 2.462  C5 1.082
10 H -2.114 1.016 0.872  C5 1.083
11 H -2.144 -1.394 0.934  C4 1.091
12 H 2.995 3.407 -4.357  O3 0.969
13 H -0.180 1.827 2.087  O2 0.968
14 H -0.872 -0.692 -0.267  C4 1.084
15 H 3.707 2.702 -5.530  O3 0.961
16 H -0.462 -2.117 2.366  C6 1.092

---

Formula: C3H10O2S
Source: the Open Molecules 2025 dataset
Level of theory: ωB97M-V/def2-TZVPD

Computed properties:
gap between HOMO and LUMO = 9.4 eV
HOMO = -8.89 eV

Bonds (Å) are listed after each position.
CARTESIAN COORDINATES (ANGSTROEM)
1 S -2.519 -0.204 -1.393  C4 1.793, H13 1.350
2 O 0.510 3.026 1.368  H12 0.984, H14 0.984
3 O 1.553 -2.022 1.004  C6 1.423, H7 0.980
4 C -0.735 -0.128 -1.222  S1 1.793, C5 1.533, H9 1.107, H16 1.107
5 C -0.269 -1.145 -0.174  C4 1.533, C6 1.497, H10 1.107, H15 1.107
6 C 1.139 -0.881 0.263  O3 1.423, C5 1.497, H8 1.107, H11 1.107
7 H 1.670 -2.792 0.409  O3 0.980
8 H 1.119 0.051 0.860  C6 1.107
9 H -0.379 0.870 -0.900  C4 1.107
10 H -0.216 -2.108 -0.718  C5 1.107
11 H 1.834 -0.723 -0.584  C6 1.107
12 H 0.334 3.993 1.317  O2 0.984
13 H -2.896 1.004 -0.922  S1 1.350
14 H 0.010 2.725 2.160  O2 0.984
15 H -0.926 -1.290 0.705  C5 1.107
16 H -0.228 -0.375 -2.174  C4 1.107

---

Formula: C3H10O3
Source: the Open Molecules 2025 dataset
Level of theory: ωB97M-V/def2-TZVPD

Computed properties:
gap between HOMO and LUMO = 10.9 eV
HOMO = -10.10 eV

Bonds (Å) are listed after each position.
CARTESIAN COORDINATES (ANGSTROEM)
1 O 1.877 -1.507 -2.055  C5 1.422, H13 1.001
2 O -0.870 -1.111 1.642  C4 1.427, H14 0.930
3 O -2.186 4.405 0.312  H8 1.004, H16 0.989
4 C -0.028 -0.264 0.860  O2 1.427, C6 1.491, H7 1.022, H15 1.179
5 C 0.800 -1.045 -1.250  O1 1.422, C6 1.487, H10 1.144, H11 1.240
6 C 0.992 -1.144 0.220  C4 1.491, C5 1.487, H9 1.124, H12 1.182
7 H -0.507 0.338 0.188  C4 1.022
8 H -1.845 4.362 1.255  O3 1.004
9 H 1.120 -2.189 0.616  C6 1.124
10 H 0.007 -1.712 -1.736  C5 1.144
11 H 0.578 0.095 -1.682  C5 1.240
12 H 2.122 -0.976 0.525  C6 1.182
13 H 1.998 -2.500 -2.067  O1 1.001
14 H -1.287 -1.778 1.147  O2 0.930
15 H 0.354 0.326 1.807  C4 1.179
16 H -3.125 4.700 0.218  O3 0.989

---

Formula: C3H10O3
Source: the Open Molecules 2025 dataset
Level of theory: ωB97M-V/def2-TZVPD

Computed properties:
gap between HOMO and LUMO = 9.0 eV
HOMO = -8.68 eV

Bonds (Å) are listed after each position.
CARTESIAN COORDINATES (ANGSTROEM)
1 O -1.837 0.381 -0.228  C4 1.355, H11 0.976
2 O 3.287 2.464 1.941  H8 0.885, H10 0.979
3 O -1.588 -2.410 0.640  H15 0.967, H16 1.015
4 C -0.535 0.745 -0.133  O1 1.355, C5 1.340, H12 1.185
5 C 0.416 0.182 -0.891  C4 1.340, C6 1.558, H14 1.113
6 C 0.079 -0.951 -1.906  C5 1.558, H7 1.099, H9 1.099, H13 1.179
7 H 0.498 -1.836 -1.409  C6 1.099
8 H 2.894 2.754 1.203  O2 0.885
9 H 0.598 -0.786 -2.861  C6 1.099
10 H 2.590 2.223 2.586  O2 0.979
11 H -1.813 -0.588 -0.116  O1 0.976
12 H -0.389 1.572 0.703  C4 1.185
13 H -1.083 -1.118 -2.013  C6 1.179
14 H 1.484 0.491 -0.837  C5 1.113
15 H -1.991 -3.056 0.045  O3 0.967
16 H -1.441 -3.001 1.453  O3 1.015

---

Formula: C3H10O3
Source: the Open Molecules 2025 dataset
Level of theory: ωB97M-V/def2-TZVPD

Computed properties:
gap between HOMO and LUMO = 11.2 eV
HOMO = -10.37 eV

Bonds (Å) are listed after each position.
CARTESIAN COORDINATES (ANGSTROEM)
1 O 2.308 -1.227 -0.437  C5 1.392, H9 0.971
2 O -0.596 -0.977 -0.595  C6 1.400, H16 0.996
3 O 1.531 0.086 1.326  C5 1.405, H8 0.967
4 C -2.241 0.533 0.350  C6 1.523, H7 1.087, H12 1.090, H14 1.089
5 C 2.132 0.063 0.055  O1 1.392, O3 1.405, H11 1.139, H15 1.097
6 C -1.340 0.187 -0.827  O2 1.400, C4 1.523, H10 1.132, H13 1.093
7 H -2.832 1.418 0.132  C4 1.087
8 H 2.057 -0.454 1.932  O3 0.967
9 H 1.450 -1.569 -0.739  O1 0.971
10 H -0.598 1.029 -0.974  C6 1.132
11 H 1.485 0.743 -0.591  C5 1.139
12 H -2.916 -0.295 0.565  C4 1.090
13 H -1.919 0.019 -1.738  C6 1.093
14 H -1.636 0.715 1.238  C4 1.089
15 H 3.141 0.489 0.113  C5 1.097
16 H -0.025 -0.761 0.192  O2 0.996

---

Formula: C3H10O3
Source: the Open Molecules 2025 dataset
Level of theory: ωB97M-V/def2-TZVPD

Computed properties:
2S+1 = 2
gap between HOMO and LUMO (spin up / spin down) = 9.7 / 6.9 eV
total charge = +1
HOMO (spin up / spin down) = -14.14 / -14.14 eV

Bonds (Å) are listed after each position.
CARTESIAN COORDINATES (ANGSTROEM)
1 O 1.099 0.335 1.129  C6 1.283, H13 0.984
2 O 3.903 -0.007 0.457  H14 0.962, H16 0.963
3 O -3.013 -3.058 1.004  H9 0.963, H15 0.961
4 C -1.213 1.477 -1.386  C5 1.487, H7 1.087, H8 1.086, H12 1.089
5 C -0.781 0.790 -0.139  C4 1.487, C6 1.388, H10 1.089
6 C 0.469 0.209 0.018  O1 1.283, C5 1.388, H11 1.081
7 H -2.280 1.314 -1.509  C4 1.087
8 H -0.741 1.080 -2.280  C4 1.086
9 H -3.514 -2.237 1.061  O3 0.963
10 H -1.442 1.036 0.690  C5 1.089
11 H 1.022 -0.269 -0.778  C6 1.081
12 H -0.921 2.523 -1.302  C4 1.089
13 H 2.073 0.301 0.994  O1 0.984
14 H 4.152 -0.035 -0.471  O2 0.962
15 H -3.495 -3.695 1.539  O3 0.961
16 H 4.680 0.237 0.972  O2 0.963

---

Formula: C3H10O4
Source: the Open Molecules 2025 dataset
Level of theory: ωB97M-V/def2-TZVPD

Computed properties:
gap between HOMO and LUMO = 9.3 eV
HOMO = -8.91 eV

Bonds (Å) are listed after each position.
CARTESIAN COORDINATES (ANGSTROEM)
1 O -1.792 -0.553 1.567  C5 1.419, H17 0.965
2 O 0.152 1.668 -0.133  C6 1.238
3 O 2.241 1.038 -0.770  C6 1.351, H13 0.966
4 O 1.493 0.572 1.285  C6 1.339, H10 0.970
5 C -1.981 0.062 0.302  O1 1.419, H9 1.091, H11 1.267, H15 1.100
6 C 1.172 0.993 0.055  O2 1.238, O3 1.351, O4 1.339
7 C 0.463 -1.221 -0.789  H8 1.090, H12 1.087, H14 1.253, H16 1.090
8 H 0.003 -2.198 -0.643  C7 1.090
9 H -2.446 -0.678 -0.350  C5 1.091
10 H 2.292 0.024 1.253  O4 0.970
11 H -1.023 0.849 0.038  C5 1.267
12 H 1.522 -1.353 -0.581  C7 1.087
13 H 1.982 1.438 -1.610  O3 0.966
14 H -0.484 -0.595 -0.257  C7 1.253
15 H -2.720 0.875 0.375  C5 1.100
16 H 0.347 -0.939 -1.836  C7 1.090
17 H -1.219 0.017 2.094  O1 0.965

---

Formula: C3H10O4
Source: the Open Molecules 2025 dataset
Level of theory: ωB97M-V/def2-TZVPD

Computed properties:
gap between HOMO and LUMO = 10.9 eV
HOMO = -10.32 eV

Bonds (Å) are listed after each position.
CARTESIAN COORDINATES (ANGSTROEM)
1 O -0.707 -1.845 2.924  H14 0.959, H17 0.966
2 O -0.971 -2.070 -1.434  C5 1.350, H13 0.971
3 O 0.871 6.196 3.116  H10 0.963, H12 0.963
4 O 0.594 -1.856 -2.992  C5 1.206
5 C 0.164 -1.522 -1.916  O2 1.350, O4 1.206, C7 1.497
6 C -0.177 0.372 -0.323  C7 1.524, H9 1.068, H11 1.080, H16 1.096
7 C 0.836 -0.483 -1.073  C5 1.497, C6 1.524, H8 1.083, H15 1.082
8 H 1.569 -0.938 -0.419  C7 1.083
9 H -0.591 -0.219 0.465  C6 1.068
10 H -0.058 6.414 3.244  O3 0.963
11 H 0.205 1.282 0.116  C6 1.080
12 H 0.924 5.470 2.483  O3 0.963
13 H -1.171 -2.783 -2.061  O2 0.971
14 H -1.167 -1.468 3.677  O1 0.959
15 H 1.449 0.014 -1.814  C7 1.082
16 H -0.966 0.706 -1.006  C6 1.096
17 H -0.506 -2.778 3.077  O1 0.966

---

Formula: C3H10OS
Source: the Open Molecules 2025 dataset
Level of theory: ωB97M-V/def2-TZVPD

Computed properties:
gap between HOMO and LUMO = 9.6 eV
HOMO = -8.71 eV

Bonds (Å) are listed after each position.
CARTESIAN COORDINATES (ANGSTROEM)
1 S -1.871 -0.278 0.104  C4 1.769, C5 1.860
2 O 2.295 0.021 -0.166  C3 1.483, H9 0.974
3 C 2.645 1.070 -1.154  O2 1.483, H10 1.104, H11 1.095, H15 1.079
4 C -0.536 -1.399 -0.196  S1 1.769, H7 1.089, H8 1.144, H13 1.096
5 C -1.160 0.892 1.364  S1 1.860, H6 1.091, H12 1.107, H14 1.076
6 H -1.735 1.818 1.354  C5 1.091
7 H -0.816 -2.331 -0.686  C4 1.089
8 H 0.368 -1.025 -0.789  C4 1.144
9 H 1.521 -0.552 -0.311  O2 0.974
10 H 1.877 0.935 -1.936  C3 1.104
11 H 3.622 0.761 -1.541  C3 1.095
12 H -1.223 0.421 2.364  C5 1.107
13 H -0.062 -1.748 0.728  C4 1.096
14 H -0.140 1.067 1.067  C5 1.076
15 H 2.675 1.919 -0.489  C3 1.079

---

Formula: C3H10OS
Source: the Open Molecules 2025 dataset
Level of theory: ωB97M-V/def2-TZVPD

Computed properties:
gap between HOMO and LUMO = 9.8 eV
HOMO = -8.89 eV

Bonds (Å) are listed after each position.
CARTESIAN COORDINATES (ANGSTROEM)
1 S 0.356 -2.803 1.264  C5 1.817, H14 1.338
2 O 1.056 0.592 -0.917  C3 1.425, H13 0.969
3 C -0.330 0.370 -1.163  O2 1.425, C4 1.522, H7 1.093, H15 1.089
4 C -1.126 1.657 -1.316  C3 1.522, H6 1.083, H8 1.095, H11 1.093
5 C 0.607 -1.286 2.232  S1 1.817, H9 1.090, H10 1.072, H12 1.084
6 H -1.293 2.126 -0.354  C4 1.083
7 H -0.696 -0.194 -0.302  C3 1.093
8 H -2.048 1.462 -1.874  C4 1.095
9 H -0.179 -1.286 2.987  C5 1.090
10 H 1.595 -1.219 2.644  C5 1.072
11 H -0.553 2.359 -1.928  C4 1.093
12 H 0.456 -0.422 1.594  C5 1.084
13 H 1.300 1.494 -1.175  O2 0.969
14 H 1.285 -2.560 0.332  S1 1.338
15 H -0.429 -0.292 -2.023  C3 1.089

---

Formula: C3H10OS2
Source: the Open Molecules 2025 dataset
Level of theory: ωB97M-V/def2-TZVPD

Computed properties:
gap between HOMO and LUMO = 9.7 eV
HOMO = -8.98 eV

Bonds (Å) are listed after each position.
CARTESIAN COORDINATES (ANGSTROEM)
1 S -0.817 -1.224 0.739  S2 2.037, C5 1.788
2 S 0.612 -0.800 -0.649  S1 2.037, C4 1.857
3 O 1.884 1.928 1.116  H9 0.905, H10 0.896
4 C 0.004 0.575 -1.738  S2 1.857, C6 1.487, H11 1.147, H15 1.212
5 C -0.358 -0.111 2.062  S1 1.788, H8 1.129, H12 1.109, H14 1.141
6 C -1.416 0.870 -2.070  C4 1.487, H7 1.058, H13 1.169, H16 1.094
7 H -1.581 1.631 -2.787  C6 1.058
8 H -0.723 0.952 1.953  C5 1.129
9 H 1.628 1.219 1.616  O3 0.905
10 H 2.549 2.400 1.488  O3 0.896
11 H 0.555 0.442 -2.735  C4 1.147
12 H -0.902 -0.289 3.012  C5 1.109
13 H -1.935 -0.174 -2.153  C6 1.169
14 H 0.729 -0.002 2.388  C5 1.141
15 H 0.436 1.687 -1.525  C4 1.212
16 H -1.936 1.098 -1.136  C6 1.094

---

Formula: C3H10OS2
Source: the Open Molecules 2025 dataset
Level of theory: ωB97M-V/def2-TZVPD

Computed properties:
gap between HOMO and LUMO = 8.5 eV
HOMO = -7.96 eV

Bonds (Å) are listed after each position.
CARTESIAN COORDINATES (ANGSTROEM)
1 S 0.575 2.860 3.024  S2 2.105, H12 1.402
2 S 1.371 0.921 2.833  S1 2.105, C4 1.758
3 O 0.510 -1.023 -0.628  C5 1.498, H15 0.961
4 C 0.038 -0.147 2.418  S2 1.758, H9 1.089, H10 1.117, H14 1.084
5 C -0.206 -1.254 -1.923  O3 1.498, C6 1.465, H7 1.075, H11 1.063
6 C -0.869 -0.196 -2.689  C5 1.465, H8 1.123, H13 1.102, H16 1.116
7 H -0.897 -2.023 -1.626  C5 1.075
8 H -1.634 0.169 -1.953  C6 1.123
9 H -0.584 -0.203 3.310  C4 1.089
10 H -0.513 0.304 1.557  C4 1.117
11 H 0.587 -1.620 -2.528  C5 1.063
12 H 1.642 3.592 3.565  S1 1.402
13 H -0.030 0.484 -2.909  C6 1.102
14 H 0.089 -1.168 2.056  C4 1.084
15 H 1.182 -0.354 -0.783  O3 0.961
16 H -1.260 -0.343 -3.724  C6 1.116

---

Formula: C3H10OS2
Source: the Open Molecules 2025 dataset
Level of theory: ωB97M-V/def2-TZVPD

Computed properties:
gap between HOMO and LUMO = 7.9 eV
HOMO = -8.92 eV

Bonds (Å) are listed after each position.
CARTESIAN COORDINATES (ANGSTROEM)
1 S -0.476 -1.206 0.171  S2 2.450, C6 1.775
2 S -0.982 0.903 -0.966  S1 2.450, C4 1.727
3 O -4.017 0.097 0.887  H10 0.964, H15 0.965
4 C -0.314 1.893 0.281  S2 1.727, H7 1.078, H8 1.094, H9 1.124
5 C 1.894 -1.539 -0.959  C6 1.536, H11 1.091, H12 1.091, H13 1.101
6 C 1.259 -0.839 0.252  S1 1.775, C5 1.536, H14 1.112, H16 1.080
7 H 0.034 1.210 1.038  C4 1.078
8 H -0.831 2.821 0.544  C4 1.094
9 H 0.670 2.350 -0.013  C4 1.124
10 H -3.352 0.753 1.128  O3 0.964
11 H 1.368 -2.328 -1.500  C5 1.091
12 H 2.155 -0.794 -1.712  C5 1.091
13 H 2.891 -1.944 -0.732  C5 1.101
14 H 1.665 -1.310 1.174  C6 1.112
15 H -3.629 -0.226 0.064  O3 0.965
16 H 1.665 0.158 0.342  C6 1.080